# 1
{"formula": "C4H9BO2", "method": "ωB97M-V with the def2-TZVPD basis set", "species": ["B", "C", "C", "C", "C", "O", "O", "H", "H", "H", "H", "H", "H", "H", "H", "H"], "xyz": [[1.2158, -1.2778, 0.4199], [2.3661, -0.2395, 0.5314], [-1.6906, -0.5712, 0.0685], [-0.2210, 1.5462, 0.0076], [-0.5065, 0.1911, -0.5984], [3.0845, 0.4373, -0.0551], [0.6437, -0.5562, -0.7306], [0.4444, -1.5707, 1.1915], [1.9268, -2.0980, -0.1795], [-1.6282, -1.7639, -0.1825], [-1.7891, -0.4381, 1.2097], [-2.5303, -0.1656, -0.4481], [0.6416, 2.0189, -0.5097], [-0.1643, 1.5127, 1.1181], [-0.9784, 2.4925, -0.1439], [-0.8145, 0.4823, -1.6988]], "nbo_charge": [-0.01, 0.74, -0.65, -0.66, 0.10, -0.39, -0.65, -0.01, 0.05, 0.22, 0.21, 0.22, 0.23, 0.21, 0.22, 0.17], "lumo_ev": -0.005, "energy_ha": -333.075150, "e_above_lowest_ev": 4.133, "total_charge": 0, "multiplicity": 1, "mol_weight_g_mol": 99.93, "gap_ha": 0.360}

---

# 2
{"formula": "C5H7NO", "method": "ωB97M-V with the def2-TZVPD basis set", "species": ["O", "C", "N", "C", "C", "C", "C", "H", "H", "H", "H", "H", "H", "H"], "xyz": [[2.1454, -1.0695, -0.9915], [1.7282, -1.2973, 0.1283], [0.9471, -0.3973, 0.7612], [0.6187, 0.7725, -0.1587], [-0.6745, 0.4792, -0.9282], [-1.7726, 0.3856, 0.0255], [-2.6183, 0.3407, 0.8793], [1.9754, -2.2361, 0.6517], [0.5197, -0.6903, 1.6526], [1.3933, 0.9786, -0.9224], [0.5757, 1.6633, 0.4583], [-0.8959, 1.2447, -1.6850], [-0.5510, -0.4624, -1.4806], [-3.3912, 0.2883, 1.6097]], "nbo_charge": [-0.63, 0.51, -0.64, -0.21, -0.50, 0.01, -0.28, 0.12, 0.42, 0.25, 0.21, 0.24, 0.25, 0.24], "smiles": "C#CCCNC=O", "lumo_ev": 0.934, "energy_ha": -324.645867, "e_above_lowest_ev": 2.139, "total_charge": 0, "multiplicity": 1, "mol_weight_g_mol": 97.12, "gap_ha": 0.393}

---

# 3
{"formula": "C4H5N3", "method": "ωB97M-V with the def2-TZVPD basis set", "species": ["N", "C", "C", "N", "C", "N", "C", "H", "H", "H", "H", "H"], "xyz": [[-1.9158, 0.1008, 0.0326], [-0.5481, -0.0734, 0.0119], [0.2287, 1.2187, 0.1241], [1.4680, 1.4335, 0.1703], [2.3032, -0.6044, 0.0643], [1.4303, -1.4175, -0.0167], [0.0335, -1.2934, -0.0590], [-2.2625, 1.0216, -0.2116], [-2.4970, -0.6618, -0.2902], [-0.4682, 2.0879, 0.1664], [2.7426, 0.4166, 0.1477], [-0.5153, -2.2280, -0.1400]], "nbo_charge": [-0.78, 0.16, -0.01, -0.53, 0.24, -0.38, -0.17, 0.39, 0.39, 0.14, 0.35, 0.20], "lumo_ev": [0.752, 0.752], "energy_ha": -319.528355, "e_above_lowest_ev": 5.003, "total_charge": 0, "multiplicity": 1, "mol_weight_g_mol": 95.10, "gap_ha": [0.314, 0.314]}

---

# 4
{"formula": "C14H9F3N3O2S", "method": "ωB97M-V with the def2-TZVPD basis set", "species": ["C", "C", "N", "C", "C", "C", "C", "C", "N", "C", "C", "H", "H", "H", "H", "H", "F", "C", "F", "F", "S", "N", "C", "O", "C", "C", "C", "O", "H", "H", "H", "H"], "xyz": [[-0.5560, 0.9224, -0.4288], [-1.1972, 2.2165, -0.6055], [-1.7710, 3.2242, -0.7235], [0.7299, 0.8036, -1.2422], [1.3830, -0.4284, -1.2530], [2.5994, -0.6080, -1.8801], [3.2208, 0.4974, -2.4589], [4.5068, 0.3637, -3.0590], [5.5407, 0.3052, -3.6069], [2.5686, 1.7363, -2.4936], [1.3140, 1.8964, -1.8989], [-1.2243, 0.1048, -0.7650], [0.9693, -1.2644, -0.7018], [3.0557, -1.5949, -1.8831], [3.0461, 2.5835, -2.9879], [0.8113, 2.8637, -1.9233], [-1.3816, 2.4510, 4.0302], [-1.3842, 1.1456, 3.5992], [-0.2557, 0.5367, 4.0471], [-2.4539, 0.5232, 4.1584], [-1.5129, 1.2027, 1.8125], [-1.5410, -0.6903, 1.6187], [-2.7896, -1.2372, 1.3525], [-3.8649, -0.7895, 1.6851], [-2.5169, -2.5618, 0.6195], [-1.0833, -2.6569, 0.6250], [-0.4595, -1.5554, 1.2902], [0.7285, -1.3134, 1.5445], [-2.9712, -3.4149, 1.1442], [-2.9113, -2.4966, -0.4122], [-0.4917, -3.4751, 0.2099], [-0.1078, 0.7100, 0.5866]], "nbo_charge": [-0.66, 0.30, -0.33, 0.03, -0.15, -0.16, -0.22, 0.30, -0.35, -0.16, -0.22, 0.29, 0.26, 0.22, 0.22, 0.23, -0.34, 0.81, -0.31, -0.32, 0.39, -0.59, 0.69, -0.60, -0.51, -0.56, 0.53, -0.74, 0.21, 0.20, 0.20, 0.35], "lumo_ev": 2.636, "energy_ha": -1551.421517, "e_above_lowest_ev": 1.697, "total_charge": -1, "multiplicity": 1, "mol_weight_g_mol": 340.31, "gap_ha": 0.232}

---

# 5
{"formula": "C30H45N4OS5SbSiW", "method": "ωB97M-V with the def2-TZVPD basis set", "species": ["W", "C", "C", "N", "C", "C", "S", "C", "C", "N", "H", "H", "H", "H", "H", "H", "H", "H", "H", "H", "H", "H", "H", "H", "C", "N", "C", "C", "C", "N", "C", "C", "H", "H", "H", "H", "H", "H", "H", "H", "H", "H", "H", "H", "H", "H", "H", "H", "S", "Sb", "S", "S", "S", "O", "Si", "C", "C", "C", "C", "C", "C", "C", "C", "C", "C", "C", "C", "C", "C", "C", "C", "C", "C", "H", "H", "H", "H", "H", "H", "H", "H", "H", "H", "H", "H", "H", "H", "H"], "xyz": [[-0.3891, -1.4280, 1.2093], [-1.1335, 1.5804, 2.2371], [0.3441, 1.3824, 2.5140], [0.7372, -0.0389, 2.6569], [0.8313, -0.4620, 4.0765], [-0.5561, -0.4910, 4.6843], [-1.5811, -1.4492, 3.5326], [-3.0724, -0.4300, 3.2946], [-3.1202, 0.2156, 1.9137], [-1.7488, 0.4842, 1.4355], [-1.6853, 1.6455, 3.1710], [-1.2715, 2.5331, 1.7228], [0.9383, 1.7965, 1.7109], [0.6174, 1.9310, 3.4180], [1.6775, -0.1068, 2.2575], [1.2764, -1.4555, 4.1063], [1.4856, 0.2192, 4.6236], [-0.5580, -1.0207, 5.6357], [-0.9661, 0.5051, 4.8342], [-3.9238, -1.0909, 3.4385], [-3.0762, 0.2927, 4.1089], [-3.5911, -0.4522, 1.2004], [-3.6968, 1.1436, 1.9587], [-1.7993, 0.7956, 0.4677], [-3.7265, 0.2542, -1.3647], [-2.9005, -0.9497, -1.2816], [-3.7051, -2.0858, -1.7311], [-1.7200, -0.7506, -2.1059], [-0.7450, -1.9050, -2.2578], [-0.0984, -2.5511, -1.0534], [1.3703, -2.5696, -1.3040], [-0.4665, -3.9870, -1.0768], [-4.0211, 0.4748, -2.3989], [-3.1987, 1.1286, -0.9763], [-4.6363, 0.1181, -0.7805], [-4.0603, -1.9438, -2.7607], [-4.5723, -2.1965, -1.0810], [-3.1385, -3.0100, -1.6869], [-1.1917, 0.1193, -1.7228], [-2.0058, -0.5054, -3.1438], [0.0531, -1.5149, -2.8870], [-1.2273, -2.6995, -2.8266], [1.5645, -2.9553, -2.3072], [1.8545, -3.2296, -0.5899], [1.7960, -1.5781, -1.2297], [-0.1674, -4.4206, -2.0340], [-1.5306, -4.1327, -0.9395], [0.0641, -4.5158, -0.2931], [-1.0125, -4.4993, 4.6603], [-1.2957, -4.6984, 2.4905], [1.0271, -2.8764, 1.8923], [-2.3134, -2.8129, 1.1576], [-1.2499, -6.4496, 1.1896], [0.3920, -0.1786, 0.0526], [1.2881, 1.0504, -0.7770], [1.5186, 0.6890, -2.5873], [2.6562, -0.0127, -3.0054], [2.8894, -0.2621, -4.3497], [1.9911, 0.1921, -5.3047], [0.8721, 0.9155, -4.9176], [0.6441, 1.1703, -3.5723], [0.3356, 2.6471, -0.4917], [0.8943, 3.6785, 0.2770], [0.1982, 4.8527, 0.5295], [-1.0786, 5.0327, 0.0175], [-1.6489, 4.0361, -0.7614], [-0.9465, 2.8663, -1.0159], [2.9523, 1.0131, 0.0601], [3.4242, -0.1079, 0.7523], [4.7089, -0.1419, 1.2808], [5.5534, 0.9457, 1.1167], [5.1191, 2.0553, 0.4025], [3.8347, 2.0853, -0.1241], [3.3773, -0.3589, -2.2752], [3.7796, -0.7975, -4.6524], [2.1748, -0.0002, -6.3536], [0.1863, 1.2979, -5.6621], [-0.2129, 1.7708, -3.3029], [1.8870, 3.5690, 0.6956], [0.6591, 5.6323, 1.1221], [-1.6192, 5.9496, 0.2101], [-2.6330, 4.1795, -1.1891], [-1.4128, 2.1257, -1.6526], [2.8053, -0.9949, 0.8392], [5.0559, -1.0245, 1.8033], [6.5541, 0.9236, 1.5268], [5.7842, 2.8945, 0.2482], [3.5307, 2.9489, -0.7049]], "mulliken_charge": [1.89, -0.77, 0.00, -0.58, -0.94, -0.69, 0.19, -0.98, -0.68, 0.10, 0.78, 0.28, -0.76, 0.90, -0.27, 0.43, 0.49, 0.70, 0.35, 0.47, 0.54, 0.23, 0.66, -0.83, -1.32, 1.00, -1.14, -0.19, -1.52, 0.50, -1.36, -1.27, 0.42, 0.24, 0.42, 0.37, 0.36, 0.22, -1.20, 1.01, 0.28, 0.81, 0.54, 0.50, 0.24, 0.38, 0.49, 0.28, -0.37, 0.94, -0.48, -0.31, -0.37, 0.25, -0.96, 1.65, -0.10, -0.88, -0.72, -0.84, 0.11, 1.65, -0.03, -0.97, -0.90, -1.18, -0.28, 1.39, -0.34, -0.81, -0.71, -1.02, -0.69, 0.40, 0.48, 0.44, 0.50, 0.29, 0.48, 0.49, 0.43, 0.51, 0.46, -0.14, 0.52, 0.44, 0.49, 0.59], "lumo_ev": -7.650, "energy_ha": -4051.797786, "e_above_lowest_ev": 1.198, "total_charge": 2, "multiplicity": 1, "mol_weight_g_mol": 971.74, "gap_ha": 0.234}

---

# 6
{"formula": "H23O11", "method": "ωB97M-V with the def2-TZVPD basis set", "species": ["O", "H", "H", "O", "H", "H", "O", "H", "H", "O", "H", "H", "O", "H", "H", "O", "H", "H", "O", "H", "O", "H", "H", "O", "H", "H", "O", "H", "H", "O", "H", "H", "H", "H"], "xyz": [[-1.8862, -2.8327, -0.6572], [-0.1679, -0.3219, -3.7661], [0.5953, -0.4917, -0.2923], [1.1033, 3.8409, -1.0829], [-1.9601, -3.4022, -1.3909], [-1.3725, -0.8169, -0.1757], [0.6672, -0.7903, -3.4014], [2.0834, -0.1365, -0.6164], [-2.4160, -1.0592, 3.3052], [1.8383, 1.2304, 2.5889], [1.1329, 1.4930, 3.4434], [0.6752, -3.8931, -0.7453], [-0.3120, 3.1109, 2.0447], [-3.0489, 0.2503, 3.0635], [0.5310, 4.4339, -1.5525], [2.9233, 0.6393, -2.6427], [3.5048, 0.0095, -3.1332], [-2.1311, -3.6683, -0.0830], [-0.6384, -0.3113, -0.7954], [0.7221, -1.6734, -3.8160], [1.1590, -3.7798, 0.2041], [1.5596, -4.5566, 0.5158], [1.2672, 4.2470, -0.2321], [-3.9568, 0.0627, 0.7342], [-0.7464, -1.1284, -1.4080], [-3.3716, -0.1840, 1.4106], [1.5562, -0.4377, 0.3509], [-4.0347, 0.9770, 0.5920], [1.7163, -1.3270, 0.5141], [-2.3017, -0.2953, 2.7404], [1.5576, 0.6403, 1.8871], [3.1450, 1.5655, -2.8283], [-0.1023, 3.2132, 2.9277], [-0.3559, 2.3331, 1.7108]], "nbo_charge": [-0.98, 0.50, 0.52, -0.95, 0.48, 0.55, -0.98, 0.62, 0.50, -0.45, 0.56, 0.50, -0.61, 0.50, 0.49, -0.99, 0.50, 0.51, -0.90, 0.49, -1.00, 0.50, 0.47, -0.96, 0.54, 0.47, -0.91, 0.47, 0.55, -0.97, 0.52, 0.51, 0.49, 0.47], "lumo_ev": [-7.614, -13.935], "energy_ha": -840.527784, "s_squared": 0.76, "e_above_lowest_ev": 3.981, "total_charge": 2, "multiplicity": 2, "mol_weight_g_mol": 199.17, "gap_ha": [0.327, 0.095]}